62
Properties=species:S:1:pos:R:3:forces:R:3:lowdin_charge:R:1 method="wB97M-V/def2-TZVPD" total_charge=-2 homo_energy_ev=-1.307 lumo_ha=0.1444 e_above_lowest_kcal_mol=505.9 homo_lumo_gap_ev=5.2 total_energy_ha=-3629.029499
Rb 0.42838 2.14925 0.71337 -0.153 0.366 -0.571 0.614
N -2.62040 3.75265 -3.17733 0.021 0.015 -0.046 0.019
C -1.47218 3.02927 -2.85554 0.055 0.062 -0.135 -0.994
S -0.05312 3.91367 -2.48340 0.121 -0.073 0.165 0.389
N -1.59080 1.74111 -3.01642 -0.180 0.007 0.294 -0.046
N -0.65691 0.94842 -2.43259 0.005 -0.172 0.035 0.047
C -0.21976 -0.03030 -3.14087 0.062 0.093 -0.121 -0.214
C -0.44907 -0.14589 -4.60587 -0.063 -0.041 -0.021 -0.175
C -0.29293 0.97130 -5.42812 0.064 -0.007 -0.025 -0.017
C -0.48889 0.86587 -6.79568 0.003 0.003 0.002 -0.085
C -0.85108 -0.34954 -7.36471 0.007 -0.008 0.003 -0.116
C -1.01134 -1.46402 -6.55471 -0.011 0.003 -0.006 -0.103
C -0.80812 -1.36010 -5.18515 -0.037 0.010 0.003 -0.047
C 0.59420 -1.06925 -2.46726 0.024 0.055 0.044 -0.219
C 1.60849 -1.74162 -3.14941 0.059 0.009 -0.018 -0.024
C 2.35538 -2.69588 -2.48193 0.005 0.004 -0.046 -0.073
C 2.06962 -2.96746 -1.15526 -0.021 0.027 0.068 -0.070
C 1.04090 -2.25851 -0.55086 -0.005 0.005 0.006 -0.135
N 0.31849 -1.33619 -1.18543 -0.082 0.000 0.058 0.113
H -2.57888 4.69608 -2.82813 -0.010 -0.007 0.020 0.042
H -3.47180 3.25850 -2.95333 -0.004 -0.004 -0.013 0.068
H -0.00742 1.91670 -4.98298 -0.005 -0.004 -0.006 0.100
H -0.36195 1.74142 -7.42071 0.002 -0.002 -0.002 0.097
H -1.00484 -0.42643 -8.43461 -0.009 0.000 0.000 0.088
H -1.29946 -2.41532 -6.98622 0.004 -0.002 -0.004 0.091
H -0.93692 -2.23116 -4.55304 0.008 -0.002 -0.002 0.115
H 1.80942 -1.49827 -4.18387 0.002 -0.002 0.007 0.113
H 3.15381 -3.21908 -2.99505 0.007 0.010 0.005 0.100
H 2.62351 -3.69913 -0.58305 -0.015 -0.033 -0.009 0.099
H 0.78922 -2.43076 0.49025 0.010 0.015 0.054 0.054
O -2.18492 3.92046 4.05956 0.023 0.176 0.025 -0.038
C -1.06923 3.57503 3.64353 0.008 -0.119 0.091 -0.708
O -0.38730 3.99730 2.67637 -0.219 -0.023 -0.002 -0.161
C -0.39344 2.42603 4.40008 -0.007 0.829 -0.072 -0.196
C -0.54106 2.08753 5.67982 0.171 -0.401 0.158 -0.027
C 0.11829 0.94268 6.35970 0.104 0.004 0.021 -0.124
C 1.31281 0.42911 6.11185 0.044 -0.090 -0.038 -0.079
C 2.48249 -0.12286 5.79366 -0.870 0.370 -0.829 -0.243
C 2.81332 -1.07938 4.76231 0.890 -0.058 1.348 -0.453
C 3.26319 -2.39185 2.61141 2.349 1.067 -1.079 -0.449
C 0.72436 -2.17227 3.01754 -0.530 0.395 -0.760 -0.909
C 0.92187 0.60150 3.54381 -0.309 0.738 -0.811 -0.063
N 0.49253 1.68035 3.61516 -0.663 0.152 0.863 0.048
H -1.30177 2.64634 6.21197 0.013 0.004 0.041 0.107
H -0.50825 0.45004 7.10680 -0.021 0.082 0.049 0.081
H 3.35271 0.21467 6.35321 -0.031 -0.026 0.117 0.085
H 4.00411 -2.81147 3.27104 -0.073 0.327 0.321 0.023
H 3.38397 -2.57450 1.55289 -1.451 -0.675 -0.074 -0.035
H -0.20914 -1.64093 3.08789 0.018 -0.028 0.374 -0.013
N -1.97327 -0.35333 0.57324 0.151 -0.062 -0.036 -0.022
C -2.57386 -1.30852 1.30401 0.014 -0.004 0.050 -0.130
C -3.23563 -0.67017 2.33033 0.019 -0.015 -0.001 -0.085
C -2.94996 0.69499 2.13688 0.007 0.033 -0.035 -0.162
N -2.18489 0.87470 1.06944 0.054 -0.025 0.003 -0.040
H -1.30119 -0.49411 -0.18634 -0.118 0.004 0.003 0.089
H -2.46151 -2.35238 1.06168 -0.004 0.003 -0.004 0.111
H -3.81259 -1.12311 3.11780 -0.001 0.000 -0.003 0.082
H -3.23960 1.55053 2.72965 -0.001 -0.005 0.004 0.103
Cl 2.15360 -1.34256 3.37178 -0.573 -2.512 0.611 0.540
Si 3.16276 -0.19234 1.84897 1.009 -0.557 -0.037 0.314
Cl 0.66360 -3.89662 2.82684 0.101 -0.021 -0.023 0.479
Cl 4.86248 0.78982 2.70502 0.032 0.110 -0.014 0.042

=====

59
Properties=species:S:1:pos:R:3:forces:R:3:lowdin_charge:R:1 method="wB97M-V/def2-TZVPD" s_squared=8.755 total_charge=-1 homo_energy_ev="-4.306 / -5.025" lumo_ha="0.0822 / 0.0822" e_above_lowest_kcal_mol=2.0 homo_lumo_gap_ev="6.5 / 7.3" total_energy_ha=-3789.681487 spin_multiplicity=6
Mn -0.25972 -1.40474 -0.05902 -0.002 -0.080 -0.117 0.812
N 1.80064 -0.54021 0.81754 -0.048 -0.015 0.003 0.065
C 2.43716 -1.70606 1.30096 0.017 -0.005 0.020 -0.274
C 2.64648 -1.86651 2.66507 0.004 -0.001 -0.011 -0.043
C 3.21270 -3.03037 3.15851 0.000 0.001 0.006 -0.101
C 3.58699 -4.03838 2.28460 0.003 -0.005 0.000 -0.101
C 3.36888 -3.87641 0.92439 0.004 0.003 -0.001 -0.039
C 2.78318 -2.72616 0.40335 -0.004 0.017 -0.010 -0.148
C 2.49193 -2.61335 -1.05735 -0.005 -0.007 0.023 -0.235
C 3.50044 -2.95880 -1.96114 0.000 0.001 -0.007 -0.072
C 3.26246 -2.92799 -3.32679 0.000 -0.006 -0.004 -0.124
C 2.00662 -2.55057 -3.78285 0.005 0.008 0.001 -0.127
C 1.01698 -2.19958 -2.87042 -0.005 0.001 0.018 -0.155
C 1.20650 -2.20986 -1.48015 0.017 0.001 -0.014 -0.148
H 1.67529 0.19195 1.50247 0.001 0.000 -0.001 0.077
H 2.20638 -0.19438 -0.04110 0.017 0.009 0.007 0.080
H 2.34159 -1.07553 3.34124 -0.001 0.000 0.001 0.109
H 3.34521 -3.15176 4.22602 0.001 -0.002 0.000 0.097
H 4.01490 -4.95888 2.66035 0.001 0.001 0.001 0.093
H 3.61880 -4.67815 0.23947 0.000 0.001 -0.001 0.110
H 4.47943 -3.24710 -1.59046 -0.001 0.001 0.002 0.101
H 4.04831 -3.19274 -4.02502 -0.001 0.000 -0.001 0.086
H 1.80227 -2.52356 -4.84845 0.000 -0.001 0.000 0.085
H 0.04872 -1.89898 -3.26538 0.000 0.000 -0.002 0.078
Cl -3.81069 4.35373 -2.40589 -0.003 -0.019 0.007 0.638
C -3.35993 2.73613 -1.90816 0.025 0.013 -0.013 -0.631
C -4.32353 1.86058 -1.49619 -0.023 -0.001 0.006 -0.205
C -3.99196 0.56547 -1.07859 -0.002 0.014 0.011 -0.664
I -5.49620 -0.69440 -0.37516 0.013 0.001 0.000 0.895
C -2.67460 0.09091 -1.03538 -0.010 -0.025 0.005 -0.484
O -2.32340 -1.05536 -0.62010 -0.014 0.049 -0.017 -0.174
C -1.67195 1.04721 -1.49434 -0.002 -0.017 0.003 -0.155
N -0.39974 0.59907 -1.45304 -0.011 -0.005 0.018 0.092
C 0.56656 1.36915 -1.87824 0.030 -0.008 0.007 -0.127
C 0.34502 2.67447 -2.35058 -0.026 0.008 -0.002 -0.047
C -0.93084 3.16468 -2.36661 0.009 -0.021 0.002 -0.040
C -1.99835 2.34695 -1.93469 -0.007 0.029 -0.005 -0.196
H -5.35779 2.17811 -1.48136 0.002 -0.003 -0.001 0.088
H 1.56743 0.94852 -1.86090 0.001 0.004 0.000 0.106
H 1.17979 3.27422 -2.68788 0.001 0.000 -0.001 0.101
H -1.13874 4.16831 -2.71348 -0.001 0.002 0.001 0.087
O -0.28596 -4.38767 3.08968 0.001 0.018 0.021 0.016
C -0.51504 -3.49122 2.33730 -0.009 -0.037 -0.035 -0.530
N -0.77220 -2.59619 1.59542 0.025 0.019 0.050 0.007
C -1.41288 5.18669 2.25377 0.001 -0.013 -0.003 -0.108
C -1.17914 4.25343 1.06700 -0.003 0.007 0.001 -0.251
C -1.36310 2.80978 1.40439 0.049 0.049 -0.002 -0.622
N -0.43557 1.92440 1.30712 -0.025 -0.053 0.000 0.019
N -0.85411 0.65109 1.61260 0.027 0.129 0.046 -0.017
C -2.10273 0.60753 1.98400 -0.070 -0.179 0.033 -0.707
N -2.72825 -0.52274 2.40217 0.002 0.023 -0.024 0.105
S -2.88090 2.16193 1.95488 -0.041 0.003 -0.018 1.090
H -1.24905 6.22539 1.96487 0.000 0.001 -0.002 0.068
H -0.73461 4.94601 3.07336 -0.002 0.002 0.001 0.077
H -2.43430 5.10041 2.62817 0.001 0.002 0.001 0.062
H -0.16107 4.35280 0.68843 0.000 -0.002 0.000 0.111
H -1.85643 4.51378 0.24805 0.002 0.003 -0.002 0.095
H -2.16893 -1.36489 2.21100 0.029 0.032 -0.025 0.041
H -3.68900 -0.62015 2.10258 0.028 0.054 0.021 0.034